Record 1
The following is a quantum chemistry calculation of a structure of composition C44H35ClLiNO4P2S, from the Open Molecules 2025 dataset.

The geometry in XYZ format:
```
89
C44H35ClLiNO4P2S, DFT ωB97M-V with the def2-TZVPD basis set
Li -0.088 -0.004 0.151
C 0.927 -2.325 -1.946
P 0.858 -0.488 -2.206
C 2.653 -0.085 -2.160
C 3.223 0.837 -3.036
C 4.571 1.147 -2.956
C 5.370 0.549 -1.990
C 4.805 -0.350 -1.099
C 3.454 -0.661 -1.175
C 0.481 -0.447 -3.997
C -0.784 -0.012 -4.385
C -1.142 0.021 -5.724
C -0.234 -0.372 -6.696
C 1.025 -0.818 -6.320
C 1.376 -0.860 -4.978
C 0.860 -2.659 -0.483
C 1.406 -3.734 0.190
C 0.924 -3.640 1.523
C 0.126 -2.513 1.568
C -0.700 -2.029 2.717
P -0.091 -0.633 3.795
C 1.727 -0.826 3.526
C 2.443 -1.649 4.390
C 3.814 -1.813 4.257
C 4.500 -1.127 3.264
C 3.803 -0.286 2.407
C 2.430 -0.145 2.536
C -0.521 0.903 2.959
C 0.136 2.036 3.470
C 0.263 3.311 2.988
C -0.306 3.827 1.768
C -1.247 3.253 1.004
C -1.872 1.950 1.358
N 0.087 -1.899 0.350
H 1.815 -2.752 -2.421
H 0.049 -2.721 -2.471
H 2.596 1.337 -3.764
H 4.993 1.867 -3.646
H 6.424 0.793 -1.927
H 5.412 -0.816 -0.331
H 3.030 -1.365 -0.467
H -1.473 0.338 -3.627
H -2.125 0.376 -6.008
H -0.500 -0.317 -7.744
H 1.740 -1.127 -7.073
H 2.359 -1.215 -4.693
H 2.053 -4.492 -0.227
H 1.137 -4.305 2.347
H -0.858 -2.863 3.407
H -1.690 -1.726 2.377
H 1.913 -2.171 5.180
H 4.350 -2.467 4.935
H 5.573 -1.240 3.162
H 4.324 0.266 1.635
H 1.900 0.531 1.873
H 0.568 1.866 4.457
H 0.854 4.004 3.575
H 0.076 4.788 1.435
H -1.529 3.702 0.062
H -2.521 1.619 0.537
O -2.126 6.090 -8.097
C -0.849 6.036 -7.600
O 0.008 6.669 -8.172
C -0.642 5.207 -6.401
C 0.624 5.201 -5.801
C 0.875 4.467 -4.667
C -0.121 3.678 -4.037
S 0.184 2.761 -2.620
C -1.389 3.681 -4.672
C -1.637 4.421 -5.804
H -2.702 5.578 -7.519
H 1.405 5.797 -6.255
H 1.860 4.482 -4.217
H -2.174 3.078 -4.235
H -2.638 4.349 -6.225
Cl -5.909 -2.912 4.171
C -4.943 -1.520 3.719
C -4.737 -0.510 4.650
C -3.981 0.586 4.288
C -3.411 0.681 3.019
C -3.639 -0.341 2.106
C -4.408 -1.448 2.450
C -2.671 1.947 2.670
O -2.941 2.972 3.267
O -0.861 0.912 1.561
H -5.170 -0.588 5.637
H -3.810 1.398 4.983
H -3.210 -0.298 1.114
H -4.575 -2.246 1.741
```

Lowest unoccupied orbital energy = 3.841 eV
Maximum force = 0.64 eV/A
Net charge = -2
Orbital gap = 0.1848 hartree

Löwdin atomic charge list, values in e, 6 entries: number 1, Li, carries 0.510; number 2, C, carries -0.299; number 3, P, carries 0.999; number 4, C, carries -0.362; number 5, C, carries -0.121; number 6, C, carries -0.092

Record 2
The following is a quantum chemistry calculation of a structure of composition C44H36ClN4O4PtS3 in a non-equilibrium geometry, from the Open Molecules 2025 dataset.

The geometry in XYZ format:
```
93
C44H36ClN4O4PtS3, DFT ωB97M-V with the def2-TZVPD basis set
Pt -0.779 -0.106 -0.508
C -1.474 -4.735 -3.737
C -2.255 -3.522 -3.420
N -3.324 -3.123 -4.018
N -3.677 -1.958 -3.420
C -2.838 -1.601 -2.456
S -2.914 -0.216 -1.469
N -1.920 -2.596 -2.430
N -0.878 -2.625 -1.513
H -1.960 -5.260 -4.556
H -1.416 -5.411 -2.883
H -0.462 -4.469 -4.048
H -4.497 -1.468 -3.748
H -0.018 -2.884 -1.980
H -1.079 -3.292 -0.774
Cl 6.804 -0.845 -1.991
C 5.366 -0.712 -1.117
C 5.496 -1.003 0.272
C 4.636 -0.604 1.247
C 2.534 -0.511 -0.118
O 1.431 0.290 0.391
C 2.913 -0.281 -1.541
C 1.879 -0.003 -2.521
O 0.684 0.050 -2.292
C 4.220 -0.377 -1.913
H 6.409 -1.519 0.545
H 4.808 -0.871 2.285
H 2.203 0.152 -3.559
H 4.424 -0.249 -2.973
C -3.098 5.044 -2.417
C -2.436 4.104 -1.463
C -3.195 3.202 -0.714
C -2.606 2.389 0.234
C -1.225 2.448 0.463
C -0.449 3.315 -0.316
C -1.053 4.118 -1.267
S -0.634 1.482 1.904
O -1.539 0.277 1.789
C -1.190 2.660 3.148
C -2.555 2.981 3.219
C -2.973 4.078 3.912
C -2.027 4.948 4.500
C -2.407 6.190 5.052
C -1.468 7.028 5.590
C -0.116 6.646 5.621
C 0.280 5.436 5.116
C -0.660 4.551 4.542
C -0.250 3.309 3.948
C 1.061 2.749 4.422
C 1.199 2.585 5.846
C 0.089 2.649 6.719
C 0.254 2.532 8.074
C 1.530 2.341 8.631
C 2.619 2.226 7.811
C 2.479 2.311 6.408
C 3.592 2.114 5.563
C 3.434 2.155 4.210
C 2.176 2.443 3.654
S 2.131 2.472 1.874
O 3.435 2.938 1.369
C 2.212 0.577 1.623
C 3.480 0.217 0.851
C 2.331 -1.972 0.190
C 1.978 -2.462 1.391
C 1.911 -3.949 1.598
C 1.683 -1.652 2.584
C 1.791 -0.328 2.736
H -4.020 4.623 -2.815
H -2.441 5.326 -3.237
H -3.368 5.960 -1.883
H -4.266 3.154 -0.864
H -3.213 1.701 0.809
H 0.618 3.375 -0.199
H -0.437 4.783 -1.859
H -3.277 2.331 2.743
H -4.029 4.312 3.963
H -3.450 6.477 5.035
H -1.764 7.986 5.993
H 0.620 7.314 6.049
H 1.330 5.177 5.121
H -0.905 2.774 6.314
H -0.609 2.598 8.723
H 1.648 2.271 9.703
H 3.606 2.061 8.225
H 4.564 1.921 5.999
H 4.280 2.039 3.541
H 3.849 1.147 0.393
H 2.537 -2.662 -0.623
H 1.799 -4.487 0.658
H 1.101 -4.223 2.272
H 2.846 -4.281 2.059
H 1.338 -2.220 3.440
H 1.539 0.118 3.689
```

Lowest unoccupied orbital energy = -11.484 eV
Maximum force = 1.85 eV/A
Net charge = +3
Orbital gap = 0.0990 hartree

Löwdin atomic charge list, values in e, 6 entries: number 1, Pt, carries 0.857; number 2, C, carries 0.022; number 3, C, carries -0.287; number 4, N, carries 0.172; number 5, N, carries 0.077; number 6, C, carries -0.642